The following is a DFT calculation (ωB97M-V with the def2-TZVPD basis set) of a cluster of 9 separate species, C37H91Cl3N8O13 in total in a non-equilibrium geometry.

Element x y z (Å)
O (2.524, -5.082, -2.617)
C (1.522, -5.115, -3.243)
N (1.487, -4.809, -4.560)
C (0.244, -5.422, -2.538)
H (2.321, -4.443, -4.997)
H (0.651, -4.924, -5.116)
H (-0.462, -5.732, -3.309)
H (-0.139, -4.690, -1.827)
H (0.497, -6.269, -1.900)
O (-0.590, -7.003, 0.599)
C (-0.667, -5.996, 1.287)
N (0.332, -5.505, 2.035)
C (-1.974, -5.107, 1.323)
H (0.959, -6.136, 2.514)
H (0.178, -4.629, 2.514)
H (-1.777, -4.059, 1.097)
H (-2.377, -5.129, 2.336)
H (-2.755, -5.544, 0.700)
O (-4.499, -3.029, 2.440)
C (-4.931, -2.089, 1.719)
N (-4.557, -1.960, 0.527)
C (-5.991, -1.091, 2.226)
H (-5.015, -1.218, 0.018)
H (-3.979, -2.672, 0.103)
H (-6.328, -0.392, 1.460)
H (-5.561, -0.439, 2.985)
H (-6.851, -1.654, 2.587)
C (-0.047, -1.515, -0.114)
Cl (1.306, -2.638, -0.287)
Cl (-1.371, -2.238, -1.180)
Cl (0.352, 0.117, -0.700)
H (-0.572, -1.528, 0.841)
C (-1.038, -1.108, 8.422)
O (-1.530, -1.883, 7.448)
C (-2.885, -2.154, 7.554)
C (-3.335, -2.831, 6.295)
N (-3.507, -1.899, 5.250)
C (-2.378, -1.241, 4.620)
C (-1.384, -2.030, 3.716)
O (-0.790, -3.158, 4.399)
C (0.240, -2.810, 5.224)
H (-0.804, -1.688, 9.315)
H (-1.711, -0.385, 8.884)
H (-0.095, -0.667, 8.100)
H (-3.482, -1.251, 7.683)
H (-3.034, -2.793, 8.424)
H (-4.290, -3.313, 6.506)
H (-2.664, -3.630, 5.981)
H (-4.067, -2.349, 4.540)
H (-1.866, -0.665, 5.391)
H (-2.761, -0.426, 4.007)
H (-0.538, -1.407, 3.426)
H (-1.891, -2.453, 2.849)
H (1.201, -2.838, 4.711)
H (0.242, -3.606, 5.968)
H (0.163, -1.867, 5.764)
C (1.907, 6.131, 4.221)
O (2.193, 4.697, 4.240)
C (1.741, 4.063, 5.433)
C (2.029, 2.622, 5.514)
N (1.012, 1.817, 4.807)
C (0.759, 2.274, 3.443)
C (1.997, 1.955, 2.601)
O (2.440, 0.609, 2.769)
C (3.294, 0.172, 1.684)
H (0.831, 6.215, 4.368)
H (2.103, 6.711, 3.319)
H (2.227, 6.691, 5.100)
H (0.667, 4.145, 5.598)
H (2.197, 4.539, 6.301)
H (2.077, 2.071, 6.453)
H (2.996, 2.455, 5.039)
H (1.461, 0.951, 4.543)
H (0.491, 3.330, 3.420)
H (-0.137, 1.717, 3.168)
H (2.855, 2.617, 2.715)
H (1.575, 1.967, 1.597)
H (2.621, -0.261, 0.944)
H (4.001, -0.586, 2.018)
H (3.919, 0.990, 1.326)
C (-0.611, 4.735, -10.360)
O (-0.119, 3.622, -9.577)
C (0.781, 4.065, -8.596)
C (1.166, 2.931, -7.641)
N (0.109, 2.684, -6.672)
C (0.568, 1.869, -5.579)
C (-0.423, 1.721, -4.369)
O (-0.579, 2.986, -3.624)
C (-1.355, 2.946, -2.480)
H (0.175, 5.338, -10.815)
H (-1.361, 5.230, -9.743)
H (-1.144, 4.275, -11.192)
H (0.495, 4.912, -7.972)
H (1.708, 4.437, -9.031)
H (2.104, 3.276, -7.207)
H (1.365, 2.011, -8.190)
H (-0.201, 3.605, -6.399)
H (1.473, 2.353, -5.213)
H (0.834, 0.927, -6.058)
H (0.231, 1.054, -3.807)
H (-1.346, 1.219, -4.657)
H (-1.020, 2.208, -1.752)
H (-2.323, 2.594, -2.837)
H (-1.371, 3.898, -1.951)
C (-5.134, 4.440, -2.392)
O (-5.292, 3.087, -2.227)
C (-6.170, 2.759, -1.197)
C (-5.822, 1.271, -0.761)
N (-4.801, 1.351, 0.249)
C (-3.521, 1.457, -0.305)
C (-2.584, 2.002, 0.833)
O (-2.791, 3.420, 0.952)
C (-2.042, 3.979, 1.955)
H (-4.538, 4.578, -3.295)
H (-4.545, 4.811, -1.554)
H (-6.143, 4.852, -2.415)
H (-7.173, 2.825, -1.618)
H (-6.330, 3.335, -0.285)
H (-5.658, 0.676, -1.659)
H (-6.790, 0.927, -0.395)
H (-4.978, 2.261, 0.648)
H (-3.419, 2.079, -1.195)
H (-3.323, 0.433, -0.622)
H (-1.606, 1.636, 0.520)
H (-2.681, 1.457, 1.772)
H (-1.982, 3.422, 2.890)
H (-2.511, 4.926, 2.221)
H (-1.023, 4.146, 1.606)
C (9.262, -3.862, -4.622)
O (8.282, -3.705, -3.537)
C (7.036, -3.058, -3.913)
C (5.985, -3.172, -2.735)
N (4.570, -2.861, -3.162)
C (4.024, -1.830, -2.301)
C (4.814, -0.417, -2.359)
O (4.133, 0.538, -1.620)
C (4.795, 1.769, -1.418)
H (10.003, -4.655, -4.518)
H (9.902, -3.013, -4.862)
H (8.791, -3.957, -5.601)
H (6.763, -3.598, -4.819)
H (7.247, -2.018, -4.162)
H (6.346, -2.745, -1.800)
H (5.999, -4.212, -2.412)
H (3.971, -3.659, -3.005)
H (4.037, -2.205, -1.278)
H (3.003, -1.569, -2.579)
H (4.910, -0.083, -3.393)
H (5.767, -0.531, -1.843)
H (4.298, 2.450, -0.728)
H (5.000, 2.298, -2.349)
H (5.785, 1.566, -1.010)

- Multiplicity: 2
- LUMO energy (spin up / spin down): 0.081 / 0.080 Eh
- Charge: -1
- Total energy: -115940.532 eV